Entry 1:
{"formula": "C12H6ClF3NO8PdS", "method": "ωB97M-V/def2-TZVPD", "elements": ["Pd", "F", "C", "F", "F", "S", "O", "O", "O", "O", "C", "N", "C", "O", "C", "C", "C", "C", "C", "C", "H", "H", "H", "H", "O", "C", "Cl", "C", "C", "O", "O", "H", "H"], "coordinates": [[0.1333, 0.4434, 0.2683], [4.2577, 2.1256, -1.5064], [3.0182, 1.8499, -1.1765], [2.3063, 1.5840, -2.2683], [2.4795, 2.9434, -0.6086], [2.8056, 0.4018, 0.0157], [4.0673, -0.1608, 0.2852], [2.0712, 1.0217, 1.1286], [1.8243, -0.4421, -0.7012], [-0.4566, 2.3575, 1.5520], [-0.3180, 3.0881, 0.5749], [-0.1721, 2.5274, -0.6725], [-0.1024, 3.4908, -1.6685], [-0.0406, 3.3085, -2.8429], [-0.1064, 4.8069, -0.9313], [0.0576, 6.0781, -1.4247], [0.0088, 7.1186, -0.4920], [-0.1771, 6.8750, 0.8641], [-0.3133, 5.5807, 1.3597], [-0.2719, 4.5492, 0.4396], [0.2154, 6.2546, -2.4775], [0.1168, 8.1348, -0.8440], [-0.1938, 7.7052, 1.5555], [-0.4318, 5.3867, 2.4137], [-0.1154, -2.4835, 0.7213], [0.0164, -1.5420, 1.3206], [-4.7051, -0.5404, -1.5665], [-4.2911, 0.4488, -0.1868], [-2.7603, 0.8196, -0.2845], [-2.4900, 1.8973, -0.7720], [-1.9884, -0.0516, 0.1742], [-4.4260, -0.1294, 0.7291], [-4.8728, 1.3694, -0.2049]], "forces_ev_per_angstrom": [[-0.23, 0.36, 0.90], [0.08, -0.28, 0.11], [-0.17, -0.08, 0.21], [0.06, 0.09, -0.35], [0.29, 0.25, 0.02], [0.66, 0.38, -0.49], [0.41, -0.09, -0.01], [-0.19, 0.08, 0.30], [0.00, -0.55, -0.48], [-0.19, 0.79, -0.87], [-0.05, 0.30, 1.14], [-0.18, -1.26, -1.38], [-0.40, -0.57, 3.58], [0.23, -0.13, -1.72], [0.03, 0.87, 0.46], [-0.02, -0.07, -0.02], [-0.01, -0.03, -0.05], [0.08, 0.09, -0.09], [-0.01, -0.33, -0.41], [0.06, 0.30, -0.37], [-0.01, 0.13, -0.06], [0.00, 0.03, 0.02], [-0.02, 0.06, -0.02], [0.00, -0.06, 0.10], [0.03, 0.02, 0.80], [0.02, -0.49, -0.89], [0.08, -0.01, -0.04], [-0.14, 0.73, -0.36], [-0.15, -3.30, 1.59], [-0.27, 2.27, -1.11], [-0.15, 0.52, -0.56], [0.24, 0.20, -0.05], [-0.09, -0.22, 0.09]], "s_squared": 6.0228, "charge": 1, "e_homo_ev": [-13.56, -13.73], "spin_multiplicity": 5}


Entry 2:
{"formula": "C12H6N5O7S", "method": "ωB97M-V/def2-TZVPD", "elements": ["C", "C", "C", "C", "C", "C", "S", "O", "O", "N", "C", "O", "H", "H", "H", "H", "O", "N", "C", "C", "C", "N", "O", "O", "N", "C", "N", "C", "O", "H", "H"], "coordinates": [[3.3551, 0.3365, 3.2486], [2.9927, 0.9760, 2.0645], [1.8072, 0.6074, 1.4090], [1.0649, -0.4225, 1.9706], [1.4120, -1.0840, 3.1465], [2.5789, -0.6936, 3.7975], [-0.3639, -0.8318, 1.0398], [-0.1996, -2.1282, 0.4290], [-1.4944, -0.4545, 1.8442], [0.0490, 0.3470, -0.1022], [1.2509, 1.0610, 0.0938], [1.6702, 1.8560, -0.7549], [4.2704, 0.6360, 3.7513], [3.6136, 1.7604, 1.6222], [0.7885, -1.8766, 3.5538], [2.8969, -1.1765, 4.7172], [-1.1479, 2.8211, -0.9183], [-2.1521, 2.0876, -0.7777], [-2.0320, 0.6975, -0.9733], [-0.6511, 0.3258, -1.4359], [-0.9357, -0.7223, -2.4726], [-0.1689, -1.0354, -3.5643], [0.9873, -0.7581, -3.9479], [-0.9309, -2.0672, -4.2948], [-2.2343, -2.1512, -3.8190], [-2.2511, -1.2426, -2.7886], [-3.3685, -0.8934, -2.1831], [-3.2427, 0.0453, -1.2742], [-3.3070, 2.5334, -0.5564], [-0.0596, 1.0520, -1.9542], [-4.1979, 0.3947, -0.8703]], "forces_ev_per_angstrom": [[-0.04, -0.04, -0.09], [-0.29, 0.29, -0.46], [0.71, -0.30, 0.70], [0.28, -0.36, 0.60], [0.16, 0.25, 0.04], [-0.04, 0.36, -0.44], [1.15, 0.89, -0.09], [-0.75, 0.51, 0.40], [0.13, -0.67, -0.61], [1.00, -1.75, -0.83], [-0.42, 0.71, -2.04], [-0.20, -1.75, 2.39], [-0.11, -0.03, -0.08], [-0.19, -0.27, 0.24], [0.06, 0.14, -0.18], [-0.10, 0.05, -0.15], [-1.13, -0.63, 0.51], [-0.95, 0.48, 0.10], [-0.46, 1.81, -1.16], [-1.45, 0.50, 0.46], [1.21, -1.24, -2.07], [-0.30, -0.91, 1.46], [-1.92, -0.53, 0.59], [0.85, 1.13, 0.13], [1.14, 2.67, 1.99], [1.42, -2.45, -1.71], [-1.55, -0.35, 1.17], [-0.08, 0.01, -0.86], [1.31, 0.28, 0.14], [-0.13, 1.09, -0.32], [0.68, 0.09, 0.18]], "charge": -1, "e_homo_ev": -4.63}


Entry 3:
{"formula": "C12H71BIN3O31PS", "method": "ωB97M-V/def2-TZVPD", "elements": ["C", "C", "O", "C", "C", "O", "C", "C", "N", "C", "N", "C", "C", "C", "C", "S", "O", "O", "O", "N", "P", "O", "I", "C", "O", "B", "O", "O", "H", "H", "H", "H", "H", "H", "H", "H", "H", "H", "H", "H", "H", "H", "H", "H", "H", "H", "H", "H", "H", "H", "H", "H", "H", "H", "H", "O", "H", "H", "O", "H", "H", "O", "H", "H", "O", "H", "H", "O", "H", "H", "O", "H", "H", "O", "H", "H", "O", "H", "H", "O", "H", "H", "O", "H", "H", "O", "H", "H", "O", "H", "H", "O", "H", "H", "O", "H", "H", "O", "H", "H", "O", "H", "H", "O", "H", "H", "O", "H", "H", "O", "H", "H", "O", "H", "H", "O", "H", "H", "O", "H", "H"], "coordinates": [[5.3318, 1.4294, 1.4906], [4.8457, 1.2998, 0.0591], [4.3917, -0.0350, -0.1605], [3.2076, -0.1332, -0.9422], [2.5923, -1.5143, -0.7660], [1.1953, -1.3885, -0.4381], [0.8243, -2.4469, 0.4190], [-0.6999, -2.5217, 0.6326], [-1.3044, -1.3002, -0.0321], [-1.8998, -0.4969, 0.9078], [-2.7369, 0.4266, 0.5151], [-3.5929, 1.2662, 1.3810], [-3.6489, 2.7105, 0.8654], [-2.3025, 3.3938, 0.6250], [-1.5781, 3.0780, -0.6831], [-2.5933, 3.1374, -2.1369], [-3.7107, 4.0175, -2.0519], [-2.9299, 1.7920, -2.5474], [-1.6271, 3.7351, -3.2345], [-1.6146, -0.8500, 2.2042], [-0.6411, -0.0602, 3.4475], [-1.0370, 1.5043, 3.2835], [1.6798, 0.0046, 2.6354], [-1.4035, -2.3345, 1.9940], [-1.0900, -3.0906, 3.0870], [0.2458, -3.3246, 3.4696], [0.9195, -4.3309, 2.8306], [0.7885, -2.6188, 4.4895], [6.3387, 1.0412, 1.5994], [4.7059, 0.8161, 2.1376], [5.2809, 2.4539, 1.8405], [5.7026, 1.4759, -0.5895], [4.0803, 2.0285, -0.1803], [3.4306, 0.0298, -1.9982], [2.4845, 0.6333, -0.6619], [2.6266, -2.0029, -1.7292], [3.1558, -2.0877, -0.0377], [1.1102, -3.3699, -0.0903], [1.3948, -2.4020, 1.3378], [-1.1017, -3.4187, 0.1828], [-2.0209, -1.5784, -0.6963], [-2.8350, 0.5417, -0.4890], [-3.3556, 1.1933, 2.4294], [-4.5923, 0.8581, 1.2547], [-4.2796, 2.7109, -0.0145], [-4.1857, 3.3088, 1.5929], [-2.4642, 4.4558, 0.7092], [-1.6068, 3.1383, 1.4163], [-1.1675, 2.0731, -0.6715], [-0.7463, 3.7553, -0.8390], [-1.7470, 3.2253, -4.0565], [-0.4650, 1.9207, 2.6225], [-2.4190, -2.6424, 1.7267], [1.8612, -4.1363, 2.6991], [1.7490, -2.7387, 4.4982], [5.6491, -2.6651, 0.0085], [5.7613, -2.8768, 0.9442], [5.2994, -1.7604, -0.0004], [1.3137, -1.9650, -3.6125], [0.5300, -2.2936, -4.0741], [0.9581, -1.5230, -2.8288], [0.2742, -4.4375, -3.8316], [0.3653, -5.3688, -4.0655], [1.1593, -4.1673, -3.5431], [3.7656, 4.2502, -1.0145], [2.8613, 4.4929, -1.2423], [4.3086, 4.8383, -1.5478], [5.9228, -4.5868, 2.1191], [5.8902, -5.5330, 1.9269], [6.8509, -4.4100, 2.3321], [1.3480, 0.2403, -5.5930], [1.4238, -0.2780, -4.7786], [0.4083, 0.4213, -5.6931], [3.7711, -4.4107, -1.9291], [4.2530, -4.8949, -2.6075], [4.3512, -3.6692, -1.7049], [-5.1024, 6.7422, -1.9600], [-4.6008, 5.9960, -2.3164], [-4.8818, 7.4813, -2.5418], [3.2212, -3.1062, 3.0683], [4.1161, -3.4610, 3.1616], [3.2924, -2.4019, 2.4104], [-2.9839, 1.3830, -5.5906], [-3.7490, 1.1125, -6.1076], [-3.3313, 1.5867, -4.7156], [-5.8257, 1.0342, -0.9963], [-5.3625, 0.2750, -1.3642], [-5.6190, 1.7537, -1.6051], [8.5458, -3.1687, 1.9294], [9.4893, -3.3507, 1.9800], [8.4253, -2.7166, 1.0865], [-5.2996, 1.4013, 3.9134], [-5.0466, 1.6464, 4.8098], [-5.9944, 0.7432, 4.0273], [-6.3537, -1.5015, 2.2522], [-6.7813, -1.6685, 1.4049], [-5.5060, -1.1065, 2.0287], [-3.8288, 9.5449, -2.4548], [-3.2014, 10.2646, -2.5762], [-3.8302, 9.3922, -1.5034], [-1.7324, 6.1660, -0.4413], [-2.6797, 6.3055, -0.5477], [-1.3335, 6.9868, -0.7503], [5.1385, -7.2745, 2.8638], [4.2875, -7.5525, 2.5043], [4.9002, -6.7514, 3.6374], [-4.6342, 5.9703, 0.7163], [-5.5586, 5.7649, 0.8865], [-4.6366, 6.2869, -0.2008], [5.2019, -7.8474, -0.2578], [4.5403, -7.1702, -0.4350], [5.2638, -7.8907, 0.7020], [-1.3869, -6.0334, -1.7905], [-2.3174, -5.9066, -1.9976], [-0.9130, -5.4333, -2.3799], [1.1110, 5.3539, -2.4131], [0.1745, 5.1447, -2.3525], [1.2265, 5.6862, -3.3092], [-8.8088, -0.7565, 4.3101], [-8.2448, -0.9465, 3.5521], [-8.4016, -0.0129, 4.7615]], "forces_ev_per_angstrom": [[-0.29, -0.39, 0.06], [0.75, 0.00, 0.17], [-0.65, -0.23, 0.12], [0.22, 0.06, -0.07], [-0.33, 0.74, -0.67], [0.16, 0.17, 0.49], [0.03, -1.00, -0.72], [0.43, 2.12, -0.11], [-1.47, -1.06, 0.48], [0.52, 0.16, -0.22], [0.41, 0.22, 0.81], [-0.74, 0.30, -0.73], [0.33, -0.52, 0.31], [-0.45, -0.05, -0.17], [0.15, 0.05, 0.22], [-0.72, -0.07, -0.70], [-0.12, 0.59, 0.62], [0.27, -0.50, 0.24], [0.40, -0.20, 0.08], [0.77, 0.21, -0.90], [-0.57, -0.40, 1.32], [0.25, -0.27, -0.64], [0.19, 0.74, -0.26], [-1.06, -1.63, 0.25], [0.59, 0.93, 0.14], [0.47, -1.07, 0.01], [-0.80, 0.27, -0.69], [-0.20, 0.45, -0.07], [0.22, 0.08, 0.02], [-0.18, 0.07, 0.13], [0.14, 0.17, -0.01], [-0.09, 0.17, -0.36], [-0.22, 0.01, -0.03], [0.19, 0.08, -0.10], [-0.08, 0.06, 0.26], [0.25, -0.63, -0.02], [-0.05, -0.13, 0.24], [0.04, -0.29, 0.24], [-0.14, 0.05, 0.17], [-0.02, -0.16, -0.14], [0.48, 0.17, -0.58], [-0.07, 0.13, -0.03], [0.53, -0.16, 0.04], [-0.21, 0.04, 0.15], [0.02, 0.17, -0.24], [-0.12, -0.05, 0.20], [0.04, 0.25, -0.10], [0.12, -0.03, 0.20], [0.07, -0.15, -0.25], [0.00, 0.26, -0.01], [0.16, 0.06, -0.09], [-0.12, 0.35, 0.08], [-0.16, -0.13, 0.18], [0.13, -0.20, 0.49], [-0.01, -0.09, 0.20], [-0.18, 0.42, -0.02], [-0.01, -0.50, -0.15], [0.21, 0.18, -0.09], [-0.26, 0.44, 0.12], [0.10, -0.08, -0.10], [0.01, -0.13, 0.09], [0.05, -0.34, 0.22], [0.02, 0.05, -0.20], [-0.06, 0.01, 0.05], [-0.02, -0.04, 0.04], [-0.12, 0.11, -0.14], [0.03, -0.01, 0.03], [0.05, 0.23, 0.38], [-0.16, -0.05, 0.02], [0.09, 0.14, -0.11], [-0.05, 0.14, 0.17], [0.04, -0.13, -0.22], [0.00, -0.02, -0.05], [-0.08, 0.09, -0.14], [0.02, -0.01, 0.02], [0.10, -0.21, 0.24], [0.41, -0.13, -0.10], [-0.16, -0.10, -0.08], [-0.03, 0.16, 0.06], [0.42, 0.18, -0.02], [0.21, -0.21, -0.17], [0.14, -0.02, 0.09], [0.12, 0.14, 0.16], [0.03, 0.06, -0.09], [-0.12, -0.22, 0.10], [0.21, -0.07, 0.05], [-0.13, 0.00, -0.17], [-0.08, 0.00, -0.03], [-0.07, 0.01, -0.01], [-0.01, -0.03, 0.05], [-0.07, -0.07, -0.03], [0.04, -0.07, 0.04], [-0.02, 0.03, 0.00], [0.00, -0.02, -0.06], [-0.04, 0.03, -0.03], [-0.05, 0.01, 0.02], [0.00, 0.06, 0.06], [0.10, -0.19, 0.18], [-0.05, 0.03, -0.13], [-0.09, 0.07, 0.02], [0.17, 0.12, -0.36], [-0.03, -0.01, 0.11], [0.08, -0.01, 0.06], [-0.24, 0.03, -0.17], [-0.04, -0.09, 0.14], [0.13, -0.02, 0.04], [0.25, -0.15, 0.02], [-0.01, 0.05, 0.02], [-0.48, 0.15, 0.02], [-0.12, 0.04, 0.04], [0.04, 0.04, -0.03], [0.20, 0.00, -0.08], [-0.02, 0.17, 0.13], [0.00, -0.09, -0.05], [0.04, 0.12, -0.06], [0.06, -0.01, 0.09], [-0.11, 0.05, -0.04], [0.07, -0.03, 0.00], [-0.02, -0.03, -0.05], [0.12, 0.00, 0.06], [-0.05, 0.03, 0.00]], "charge": 1, "e_homo_ev": -12.02}